A | ORCA calculation (ωB97M-V/def2-TZVPD) on a structure of composition C11H19AuN3O6P.

Geometry as XYZ:
```
41
Properties=species:S:1:pos:R:3
O -3.380 2.012 -0.813
C -3.847 2.685 -1.646
Au 1.035 3.828 -1.724
C 3.060 3.179 -1.210
O 4.169 3.058 -0.994
C 1.243 5.908 -2.486
O 0.950 6.918 -2.898
C 0.025 3.291 0.215
O -0.537 3.405 1.212
C 0.693 2.266 -3.274
O 0.410 1.509 -4.084
H -0.498 4.252 -1.963
C -0.285 -1.539 -2.185
N -0.308 -1.903 -0.775
C -0.118 -3.322 -0.517
P -0.251 -0.730 0.395
O -0.522 0.571 -0.226
N -1.324 -1.282 1.575
C -1.444 -0.448 2.767
C -2.572 -1.906 1.166
N 1.164 -0.772 1.349
C 1.460 -1.935 2.202
C 2.359 -0.076 0.864
H -1.117 -2.079 -2.662
H 0.688 -1.869 -2.584
H -0.401 -0.461 -2.369
H 0.726 -3.731 -1.093
H 0.069 -3.515 0.545
H -0.992 -3.912 -0.828
H -2.017 0.475 2.575
H -1.991 -1.041 3.513
H -0.429 -0.217 3.115
H -3.018 -1.333 0.339
H -2.427 -2.953 0.865
H -3.256 -1.899 2.022
H 2.026 -2.735 1.700
H 2.067 -1.646 3.071
H 0.543 -2.380 2.601
H 2.940 -0.714 0.179
H 2.123 0.853 0.332
H 2.986 0.187 1.728
```

Charge   +2
<S²>   2.02
Multiplicity   3

These are the Mulliken partial charges, in e, on atoms 1 to 6: atom 1 (O): -0.090, atom 2 (C): 0.084, atom 3 (Au): 0.577, atom 4 (C): 0.164, atom 5 (O): -0.143, atom 6 (C): 0.235



B | ORCA calculation (ωB97M-V/def2-TZVPD) on a structure of composition C11H19AuN3O6P.

Geometry as XYZ:
```
41
Properties=species:S:1:pos:R:3
O 0.490 3.349 0.535
C 0.102 4.035 -0.254
Au -0.008 -0.765 -1.764
C -0.051 -2.814 -0.963
O -0.027 -3.949 -0.837
C 0.156 -1.230 -4.167
O 0.240 -0.599 -5.151
C 1.614 0.049 -0.294
O 2.619 0.478 0.055
C -2.092 -0.262 -0.895
O -3.109 0.058 -0.512
H 0.053 0.858 -1.781
C -2.602 0.521 3.096
N -1.471 0.381 4.003
C -1.857 0.160 5.395
P 0.069 0.170 3.386
O 0.040 0.571 1.953
N 0.996 1.116 4.459
C 2.436 1.110 4.195
C 0.505 2.434 4.879
N 0.771 -1.324 3.770
C 1.011 -1.718 5.180
C 0.516 -2.447 2.862
H -3.163 1.415 3.401
H -3.223 -0.379 3.192
H -2.343 0.636 2.036
H -2.602 -0.652 5.487
H -0.965 -0.103 5.976
H -2.319 1.066 5.825
H 2.756 1.701 3.311
H 2.915 1.548 5.083
H 2.730 0.061 4.078
H 0.074 2.986 4.021
H -0.251 2.308 5.672
H 1.356 2.998 5.302
H 0.145 -2.218 5.648
H 1.851 -2.425 5.256
H 1.272 -0.841 5.785
H -0.436 -2.944 3.108
H 0.470 -2.159 1.803
H 1.328 -3.179 2.961
```

Charge   +2
<S²>   2.02
Multiplicity   3

These are the Mulliken partial charges, in e, on atoms 1 to 6: atom 1 (O): 0.000, atom 2 (C): -0.009, atom 3 (Au): 0.651, atom 4 (C): 0.173, atom 5 (O): -0.150, atom 6 (C): 0.246



Relative energies, in kcal/mol, with the most stable structure set to zero: A 0.0; B 9.2.



A | ORCA calculation (ωB97M-V/def2-TZVPD) on a cluster of 2 separate species, FH3N2OS in total.

Geometry as XYZ:
```
8
Properties=species:S:1:pos:R:3
N -1.535 -1.206 0.697
N 0.778 -0.029 -0.007
O 0.359 -2.562 -0.105
F -0.669 -0.157 -2.575
S -0.359 -1.336 -0.199
H -2.097 -0.450 1.071
H 0.571 0.594 -0.755
H 1.701 -0.345 -0.132
```

Charge   0

These are the Mulliken partial charges, in e, on atoms 1 to 6: atom 1 (N): -0.351, atom 2 (N): -0.467, atom 3 (O): -0.419, atom 4 (F): -0.641, atom 5 (S): 0.924, atom 6 (H): 0.298



B | ORCA calculation (ωB97M-V/def2-TZVPD) on an isolated molecule of FH3N2OS.

Geometry as XYZ:
```
8
Properties=species:S:1:pos:R:3
N -1.438 0.362 -0.408
N -0.109 0.092 -0.620
O 0.432 -0.465 0.823
F 0.514 1.242 -0.676
S 2.091 -0.482 0.897
H -1.788 1.131 0.111
H -1.934 -0.464 -0.076
H 2.232 -1.417 -0.051
```

Charge   0

These are the Mulliken partial charges, in e, on atoms 1 to 6: atom 1 (N): -0.461, atom 2 (N): 0.290, atom 3 (O): -0.322, atom 4 (F): -0.128, atom 5 (S): -0.053, atom 6 (H): 0.245



Relative energies, in kcal/mol, with the most stable structure set to zero: A 0.0; B 6.8.



A | ORCA calculation (ωB97M-V/def2-TZVPD) on a cluster of 2 separate species, C12H20N2 in total.

Geometry as XYZ:
```
34
Properties=species:S:1:pos:R:3
C 0.038 -2.915 -0.048
C -1.763 -0.209 0.864
C -0.289 0.042 0.835
C -2.569 0.917 0.274
C -2.195 -0.270 -0.543
C 0.105 0.040 -0.465
C -0.449 0.052 3.382
C 1.626 1.886 -1.446
C 2.631 -0.020 -0.220
C -0.743 -0.742 -2.697
C 0.395 0.453 2.140
C 1.418 0.344 -1.152
N 0.629 -3.203 -0.979
N -1.000 -0.075 -1.344
H -2.123 -0.718 1.731
H -3.646 0.890 0.432
H -2.093 1.829 -0.119
H -0.543 -2.781 0.805
H -2.751 -0.983 -0.994
H 0.018 0.484 4.341
H -0.768 -1.047 3.527
H -1.306 0.655 3.245
H 0.863 2.122 -2.184
H 2.520 1.931 -1.896
H 1.680 2.576 -0.496
H 3.628 0.006 -0.902
H 2.552 -0.919 0.232
H 2.737 0.596 0.549
H -0.169 -1.697 -2.684
H -1.686 -0.609 -3.247
H -0.189 -0.032 -3.190
H 1.257 -0.049 2.300
H 0.783 1.527 2.038
H 1.403 -0.084 -2.090
```

Charge   0

These are the Mulliken partial charges, in e, on atoms 1 to 6: atom 1 (C): 0.245, atom 2 (C): -0.734, atom 3 (C): 1.512, atom 4 (C): -0.828, atom 5 (C): -0.593, atom 6 (C): -1.120



B | ORCA calculation (ωB97M-V/def2-TZVPD) on an isolated molecule of C12H20N2.

Geometry as XYZ:
```
34
Properties=species:S:1:pos:R:3
C -2.066 -1.314 -0.460
C -3.937 -0.322 0.107
C -0.574 0.699 1.347
C -2.859 -1.090 0.760
C -1.572 1.190 0.345
C -0.436 1.859 -0.494
C 1.968 0.729 0.404
C -2.442 0.061 -0.076
C 0.571 1.427 0.531
C -0.045 1.222 -1.870
C 3.090 1.763 -0.093
C 2.119 -2.902 0.046
N 2.041 -0.556 -0.467
N 1.841 -1.547 0.382
H -0.963 -1.580 -0.513
H -2.397 -1.740 -1.360
H -4.445 -0.683 -0.773
H -4.516 0.376 0.809
H -0.767 1.069 2.355
H -0.401 -0.463 1.306
H -2.780 -1.307 1.807
H -2.079 1.939 0.777
H -0.442 2.901 -0.489
H 2.134 0.346 1.348
H -0.800 1.092 -2.587
H 0.465 0.284 -1.563
H 0.921 1.723 -2.388
H 2.527 2.402 -0.856
H 4.062 1.266 -0.457
H 3.253 2.373 0.738
H 3.108 -3.194 0.341
H 1.388 -3.475 0.616
H 2.075 -3.259 -0.930
H 1.958 -1.292 1.357
```

Charge   0

These are the Mulliken partial charges, in e, on atoms 1 to 6: atom 1 (C): -0.383, atom 2 (C): -0.643, atom 3 (C): -0.765, atom 4 (C): -0.266, atom 5 (C): -0.178, atom 6 (C): 0.098



Relative energies, in kcal/mol, with the most stable structure set to zero: A 0.0; B 93.6.



A | ORCA calculation (ωB97M-V/def2-TZVPD) on an isolated molecule of CH2F3N.

Geometry as XYZ:
```
7
Properties=species:S:1:pos:R:3
C 0.482 0.631 0.137
N -0.786 -0.649 0.326
F 1.596 0.061 -0.309
F -0.198 -1.782 -0.143
F -1.801 -0.583 -0.573
H 0.449 0.929 1.183
H 0.258 1.393 -0.620
```

Charge   0

These are the Mulliken partial charges, in e, on atoms 1 to 6: atom 1 (C): 0.001, atom 2 (N): 0.066, atom 3 (F): -0.202, atom 4 (F): -0.166, atom 5 (F): -0.158, atom 6 (H): 0.220



B | ORCA calculation (ωB97M-V/def2-TZVPD) on a structure of composition CH2F3N.

Geometry as XYZ:
```
7
Properties=species:S:1:pos:R:3
C -0.376 -0.413 0.861
N 0.947 -0.177 -0.428
F -1.534 -0.282 0.290
F -0.092 -1.723 1.058
F 0.845 1.183 -0.807
H -0.102 0.404 1.537
H 0.365 -0.619 -1.112
```

Charge   0

These are the Mulliken partial charges, in e, on atoms 1 to 6: atom 1 (C): 0.335, atom 2 (N): -0.291, atom 3 (F): -0.175, atom 4 (F): -0.211, atom 5 (F): -0.198, atom 6 (H): 0.299



Relative energies, in kcal/mol, with the most stable structure set to zero: A 36.9; B 0.0.



A | ORCA calculation (ωB97M-V/def2-TZVPD) on a cluster of 2 separate species, C4H10O2S in total.

Geometry as XYZ:
```
17
Properties=species:S:1:pos:R:3
O 2.315 1.205 -2.354
C 2.393 0.951 -1.155
C 1.450 -0.185 -0.563
C -0.100 0.141 -0.726
C -0.742 -1.117 0.018
S -2.662 -0.630 0.057
H 3.364 1.179 -0.541
H 1.584 -0.246 0.573
H 1.921 -1.069 -0.877
H -0.540 1.002 -0.226
H -0.432 0.121 -1.835
H -0.178 -1.295 0.975
H -0.921 -2.058 -0.471
H -2.783 -0.713 1.407
H 0.273 0.901 4.165
H -0.281 -0.036 3.175
O 0.506 0.490 3.268
```

Charge   0

These are the Mulliken partial charges, in e, on atoms 1 to 6: atom 1 (O): -0.459, atom 2 (C): -0.060, atom 3 (C): -0.513, atom 4 (C): -0.474, atom 5 (C): -0.729, atom 6 (S): -0.224



B | ORCA calculation (ωB97M-V/def2-TZVPD) on a cluster of 2 separate species, C4H10O2S in total.

Geometry as XYZ:
```
17
Properties=species:S:1:pos:R:3
C 1.032 0.478 1.118
C 0.070 0.275 -1.249
C -2.136 0.401 -0.210
C 1.083 -0.254 -0.234
O -2.488 -0.318 0.852
O 2.412 -0.310 -0.696
S 0.492 -2.059 0.010
H 1.010 1.543 0.875
H -0.036 0.489 1.614
H 1.667 0.147 1.891
H -0.390 -0.259 -2.023
H -0.091 1.365 -1.214
H -2.730 0.344 -1.095
H -1.961 1.356 0.191
H -2.776 -1.157 0.428
H 2.972 0.256 -0.163
H 1.869 -2.296 -0.094
```

Charge   0

These are the Mulliken partial charges, in e, on atoms 1 to 6: atom 1 (C): -1.478, atom 2 (C): -1.365, atom 3 (C): -0.585, atom 4 (C): 1.197, atom 5 (O): -0.428, atom 6 (O): -0.551



Relative energies, in kcal/mol, with the most stable structure set to zero: A 0.0; B 54.3.